# 1
ORCA calculation (wB97M-V/def2-TZVPD) on an isolated molecule of C3H3N3O2.

Values from the calculation:
Frontier orbital gap ... 8.95 eV
Relative energy (zero: lowest compared OMol25 entry of this formula, charge and spin) ... 83.2 kcal/mol
Net charge ... 0
HOMO ... -9.56 eV
E ... -11722.351 eV

Last column: Löwdin charge in e.
Atoms and positions in Å:
O  1.6737  1.2795  -0.0418  0.036
C  0.5426  0.7837  -0.0347  -0.403
C  -0.7719  1.3288  0.0355  -0.030
N  -1.8677  0.6260  0.0552  0.101
C  -1.7357  -0.7140  -0.0312  -0.171
N  -0.5757  -1.3552  -0.0174  0.157
N  0.4870  -0.5959  -0.0384  -0.136
O  1.6578  -1.2481  0.0588  0.086
H  -0.8599  2.4225  0.0420  0.132
H  -2.5838  -1.3369  -0.1093  0.097
H  2.2757  -0.4525  0.1179  0.131

# 2
ORCA calculation (wB97M-V/def2-TZVPD) on C2H7NO2S as an isolated structure.

Values from the calculation:
Frontier orbital gap ... 10.51 eV
Relative energy (zero: lowest compared OMol25 entry of this formula, charge and spin) ... 88.1 kcal/mol
Net charge ... 0
HOMO ... -9.65 eV
E ... -18604.574 eV

Last column: Löwdin charge in e.
Atoms and positions in Å:
C  1.6273  -1.1850  -1.5583  -0.111
C  0.2529  0.6534  1.3812  -0.102
N  1.2209  -0.0030  -1.5864  -0.153
O  -0.7673  -1.1055  -0.4358  -0.485
O  -0.1317  1.1656  0.0745  -0.456
S  -0.4934  0.1538  -1.0497  0.831
H  2.5667  -1.3757  -1.9513  0.050
H  0.9604  -1.9277  -1.0748  0.072
H  -3.3398  0.7996  0.8430  0.051
H  1.3323  1.0759  1.6704  0.131
H  0.2175  -0.4740  1.4720  0.097
H  -0.3560  1.1457  2.0700  0.048
H  -3.0896  1.0770  0.1451  0.027

# 3
ORCA calculation (wB97M-V/def2-TZVPD) on a 2-piece molecular cluster, C5H14N2S overall.

Values from the calculation:
Frontier orbital gap ... 5.32 eV
Relative energy (zero: lowest compared OMol25 entry of this formula, charge and spin) ... 103.7 kcal/mol
Net charge ... 0
HOMO ... -8.41 eV
E ... -19222.799 eV

Last column: Löwdin charge in e.
Atoms and positions in Å:
C  -0.6499  -0.2118  -0.5691  -0.230
N  -0.1138  0.9088  0.1957  -0.081
C  -0.6530  2.2055  -0.1886  -0.328
C  0.1961  3.3863  0.1785  -0.096
S  2.4300  2.4849  -1.6864  0.167
C  0.1359  -1.4964  -0.3051  -0.223
N  -0.6342  -2.5018  0.4806  -0.154
C  0.1451  -3.6276  0.9379  -0.163
H  -0.6266  -0.0897  -1.6535  0.106
H  -1.7356  -0.4042  -0.3601  0.129
H  0.8692  0.9657  -0.0725  0.032
H  -0.7942  2.3262  -1.2811  0.112
H  -1.6852  2.2750  0.2728  0.138
H  -0.2406  4.3235  -0.1214  0.085
H  1.2157  3.2893  -0.3686  -0.122
H  0.7027  3.5663  1.1244  0.091
H  1.0965  -1.4210  0.2254  0.110
H  0.3684  -2.0568  -1.1992  0.102
H  -1.1770  -2.0231  1.1899  0.097
H  1.0709  -3.7630  0.3261  0.085
H  -0.4560  -4.5352  0.8901  0.063
H  0.5355  -3.6008  1.9844  0.078

Number 1: strongest force on any atom 1.81 eV/A. Number 2: strongest force on any atom 3.42 eV/A. Number 3: strongest force on any atom 2.20 eV/A.